Entry from the Open Molecules 2025 dataset: a molecular structure, C10H22AlBBr2F4NO3P (ωB97M-V/def2-TZVPD).

## Properties
**LUMO**: -1.428 eV
**Kohn-Sham gap**: 8.30 eV
**Strongest force on any atom**: 0.065 Eh/bohr

```
45
Properties=species:S:1:pos:R:3:nbo_charge:R:1
C -0.769 -2.533 3.849 -0.601
C -1.183 -2.462 2.309 -0.848
B 0.015 -1.941 1.401 1.104
O 1.344 -2.330 1.699 -0.916
C -0.116 -0.927 0.120 -0.293
C -1.432 -0.140 0.073 -0.260
Br -2.985 -1.270 -0.423 0.008
C -1.765 0.696 1.361 -0.234
C -1.165 2.128 1.315 -0.642
Br -3.758 0.940 1.389 -0.002
C 1.042 0.136 0.358 -0.418
C 2.386 -0.256 -0.357 -0.416
C 2.094 -0.345 -1.896 -0.434
C 0.779 -1.115 -2.237 -0.388
P -0.436 -0.068 -3.287 1.308
O -1.549 -1.138 -3.984 -0.968
O 0.527 0.571 -4.512 -0.956
N 0.135 -1.781 -1.074 -0.519
H -1.271 -3.401 4.300 0.220
H 0.317 -2.527 4.003 0.207
H -1.223 -1.649 4.334 0.218
H -1.367 -3.519 2.012 0.254
H -2.096 -1.857 2.271 0.255
H 1.362 -3.234 2.019 0.504
H -1.342 0.595 -0.751 0.261
H -1.542 0.225 2.327 0.220
H -1.073 2.519 0.294 0.254
H -0.189 2.089 1.835 0.224
H -1.791 2.783 1.938 0.252
H 0.766 1.122 -0.063 0.276
H 1.237 0.189 1.441 0.239
H 2.875 -1.142 0.071 0.219
H 3.057 0.609 -0.227 0.259
H 2.079 0.654 -2.365 0.262
H 2.939 -0.883 -2.362 0.233
H 1.084 -1.944 -2.922 0.234
H -1.742 -1.838 -3.352 0.480
H -0.033 1.127 -5.059 0.517
H 0.789 -2.510 -0.771 0.439
H -0.695 -2.283 -1.408 0.443
F 2.469 6.070 -0.296 -0.787
Al 0.942 5.352 -0.736 2.181
F 1.068 3.598 -0.628 -0.810
F 0.522 5.798 -2.369 -0.788
F -0.303 5.894 0.361 -0.790
```